The following is a DFT calculation (ωB97M-V/def2-TZVPD) of 6 unconnected molecules or ions with the total composition C23H36F4NO17 in a non-equilibrium geometry.

frontier orbital gap: 6.02 eV
spin multiplicity: 1
total charge: +1
HOMO: -12.1 eV
E_tot: -71584.832 eV

Each line ends with the Löwdin charge.
Cartesian coordinates (Å):
O1 -1.059 -0.437 1.395  0.059
C1 -1.580 0.443 0.540  -0.195
O2 -0.866 1.443 -0.260  0.049
C2 0.544 1.590 0.129  -0.188
F1 1.052 2.792 -0.634  0.023
F2 0.762 1.922 1.566  0.040
C3 1.513 0.336 -0.402  -0.048
F3 1.827 -0.651 0.657  -0.014
F4 1.010 -0.255 -1.673  -0.013
C4 -3.230 0.348 0.317  0.035
C5 -4.048 -1.092 0.485  0.088
C6 -5.664 -1.080 0.192  0.065
N1 -6.381 0.214 -0.229  0.029
C7 -5.696 1.566 -0.365  0.065
C8 -4.058 1.717 -0.103  0.086
H1 2.549 0.858 -0.682  0.196
H2 -3.415 -2.035 0.788  0.137
H3 -6.236 -2.123 0.277  0.158
H4 -7.421 0.131 -0.433  0.164
H5 -6.370 2.483 -0.681  0.148
H6 -3.522 2.761 -0.226  0.133
C9 3.051 3.212 2.635  -0.059
O3 4.010 4.261 2.750  -0.014
C10 3.471 5.496 2.906  -0.554
O4 2.279 5.758 2.951  0.109
O5 4.488 6.390 3.002  -0.009
C11 4.066 7.742 3.170  -0.049
H7 3.593 2.270 2.515  0.088
H8 2.441 3.145 3.542  0.107
H9 2.420 3.361 1.753  0.072
H10 3.497 7.857 4.098  0.100
H11 3.476 8.073 2.309  0.099
H12 4.960 8.369 3.235  0.097
C12 7.089 -0.398 -3.595  -0.049
O6 6.084 -0.111 -2.625  -0.015
C13 6.185 -0.839 -1.484  -0.558
O7 7.036 -1.681 -1.244  0.119
O8 5.176 -0.466 -0.657  -0.028
C14 5.157 -1.155 0.592  -0.047
H13 6.911 0.240 -4.465  0.095
H14 8.084 -0.172 -3.199  0.102
H15 7.027 -1.443 -3.917  0.100
H16 6.075 -0.959 1.156  0.100
H17 5.018 -2.230 0.438  0.104
H18 4.310 -0.779 1.173  0.075
C15 -3.491 -6.885 -3.431  -0.046
O9 -2.554 -5.833 -3.656  -0.003
C16 -2.525 -4.893 -2.679  -0.557
O10 -3.213 -4.885 -1.670  0.092
O11 -1.599 -3.961 -3.018  0.001
C17 -1.459 -2.902 -2.074  -0.057
H19 -3.429 -7.579 -4.274  0.099
H20 -3.246 -7.432 -2.515  0.101
H21 -4.511 -6.489 -3.385  0.098
H22 -1.131 -3.290 -1.104  0.102
H23 -2.397 -2.347 -1.974  0.081
H24 -0.692 -2.216 -2.446  0.087
C18 -11.814 -0.202 -1.650  -0.050
O12 -10.563 -0.663 -2.156  -0.034
C19 -10.628 -1.199 -3.401  -0.563
O13 -11.634 -1.307 -4.084  0.124
O14 -9.378 -1.593 -3.754  -0.026
C20 -9.293 -2.180 -5.051  -0.048
H25 -11.645 0.206 -0.649  0.091
H26 -12.216 0.596 -2.283  0.103
H27 -12.527 -1.029 -1.568  0.104
H28 -9.594 -1.461 -5.821  0.102
H29 -9.905 -3.086 -5.106  0.103
H30 -8.250 -2.457 -5.229  0.094
C21 8.620 -1.542 5.181  -0.051
O15 8.662 -0.373 4.365  -0.011
C22 7.667 0.517 4.612  -0.562
O16 6.783 0.391 5.445  0.106
O17 7.828 1.571 3.773  -0.009
C23 6.845 2.594 3.922  -0.047
H31 9.459 -2.182 4.898  0.096
H32 8.728 -1.279 6.238  0.100
H33 7.691 -2.097 5.012  0.097
H34 6.883 3.022 4.929  0.104
H35 5.846 2.204 3.703  0.080
H36 7.070 3.387 3.203  0.099